# 1
{"formula": "C19H24N2O3", "method": "the ωB97M-V functional and the def2-TZVPD basis", "gap_ev": 8.12, "lumo_energy_ev": 0.53, "smiles": "CCOc1ccccc1N1CCN(C(=O)c2cc(C)oc2C)CC1", "e_homo_ev": -7.5808, "species": ["H", "H", "C", "C", "C", "C", "C", "H", "H", "H", "C", "H", "C", "H", "H", "C", "C", "H", "O", "H", "H", "C", "N", "C", "H", "H", "H", "O", "C", "H", "H", "H", "H", "C", "H", "H", "H", "C", "C", "H", "H", "C", "N", "C", "C", "C", "H", "O"], "xyz": [[-4.73, 0.08, -4.01], [2.18, 0.22, 0.15], [2.67, -1.92, 1.17], [-3.20, 1.62, -0.53], [-4.05, 0.15, -3.05], [3.45, -2.93, 0.53], [1.34, -1.76, 1.66], [5.69, -3.90, -0.66], [4.26, -0.04, 3.47], [-3.35, -0.51, -2.98], [3.64, 0.14, 2.85], [-4.89, 2.72, -0.61], [-3.14, 3.97, -0.60], [-5.42, -0.59, -1.70], [-1.14, 4.84, -0.39], [1.00, 0.22, 0.37], [-0.76, -0.77, 1.39], [2.66, 0.21, 3.01], [-3.91, 0.59, -0.80], [3.06, -3.73, 0.13], [-3.46, 1.18, -3.25], [3.69, -1.08, 1.91], [-1.12, 0.15, -0.76], [-1.74, 3.89, -0.57], [0.81, 1.15, 1.13], [3.78, 1.12, 2.26], [0.38, 0.85, -1.62], [5.02, -1.38, 1.29], [-4.94, 0.34, -1.89], [6.60, -2.15, -0.64], [-1.49, -1.67, -0.18], [-1.07, -1.70, 2.14], [-0.06, 2.57, -0.26], [-1.88, 1.30, -0.58], [-1.03, -0.04, 2.15], [-5.67, 1.10, -2.03], [-3.62, 5.03, -0.37], [-1.52, -0.64, 0.12], [-3.83, 2.86, -0.34], [6.66, -3.47, 0.67], [-2.74, -0.84, 0.41], [-1.17, 2.77, -0.53], [0.64, -0.84, 1.39], [6.05, -3.18, -0.30], [0.26, 0.25, -0.90], [4.83, -2.61, 0.73], [0.44, -0.72, -1.60], [0.85, -2.86, 2.23]]}

***

# 2
{"formula": "C5H11Cl3NP", "method": "the ωB97M-V functional and the def2-TZVPD basis", "gap_ev": 9.54, "lumo_energy_ev": -0.09, "smiles": "CCC(CC)N=P(Cl)(Cl)Cl", "e_homo_ev": -9.6323, "species": ["H", "H", "C", "H", "C", "H", "N", "C", "C", "P", "H", "H", "H", "H", "Cl", "H", "C", "H", "Cl", "H", "Cl"], "xyz": [[0.09, 0.39, 0.92], [-0.58, 2.66, -0.70], [1.02, 1.21, -0.77], [0.92, 3.32, -0.97], [1.34, -1.24, 0.01], [0.54, 2.70, 0.54], [-1.07, -0.40, -0.77], [0.79, -2.41, 0.95], [0.37, 0.00, -0.01], [-2.43, -0.29, 0.00], [2.07, 1.15, -0.42], [1.01, 0.96, -1.89], [-0.05, -2.89, 0.38], [2.20, -0.65, 0.30], [-3.75, -0.43, -1.45], [1.57, -3.12, 1.15], [0.40, 2.56, -0.46], [1.36, -1.47, -1.05], [-3.06, -1.52, 1.54], [0.32, -2.01, 1.80], [-3.06, 1.49, 0.88]]}

***

# 3
{"formula": "C18H40N5OP3V", "method": "the ωB97M-V functional and the def2-TZVPD basis", "gap_ev": [3.35, 7.12], "total_charge": 3, "lumo_energy_ev": [-12.87, -10.14], "spin_multiplicity": 3, "e_homo_ev": [-16.2188, -17.2680], "species": ["H", "H", "P", "H", "H", "H", "P", "H", "C", "O", "C", "C", "C", "C", "C", "C", "C", "N", "C", "N", "H", "C", "H", "H", "H", "N", "V", "C", "C", "H", "H", "C", "H", "H", "H", "H", "H", "H", "N", "H", "H", "H", "H", "H", "H", "H", "C", "H", "C", "H", "H", "C", "H", "H", "N", "H", "H", "C", "H", "H", "C", "H", "H", "H", "P", "H", "H", "H"], "xyz": [[0.33, 2.83, -4.08], [1.05, 3.79, -2.74], [1.32, 1.31, 0.53], [1.71, -4.10, 1.57], [3.10, 2.90, 0.89], [-3.21, 1.84, -2.35], [-0.85, 2.45, -2.01], [3.63, 0.95, -2.05], [0.11, 3.44, -3.20], [-1.87, -0.88, -2.57], [-1.36, 3.66, -0.73], [2.93, 0.79, -2.88], [1.32, -1.18, -4.06], [-2.20, -2.68, -5.75], [2.48, 0.07, 1.21], [-3.10, -0.46, -0.08], [0.50, 1.83, 2.07], [-3.03, -0.85, 3.30], [-3.88, -0.94, -5.55], [-1.80, -0.21, 0.12], [0.17, -3.11, 1.97], [-2.43, 2.35, -2.93], [-1.03, -3.06, -3.93], [-4.67, -0.33, -5.97], [2.48, 1.75, -3.17], [-3.75, -0.81, 1.05], [-0.13, 0.43, -1.14], [2.34, 2.76, 0.11], [0.67, -3.85, 1.33], [-4.07, -0.06, -3.56], [-0.49, 4.12, -0.26], [-3.19, -1.89, -6.33], [3.13, -2.32, -2.43], [-0.15, 1.01, 2.42], [-4.01, -0.65, 3.44], [-0.85, -0.98, -2.39], [-1.98, 4.43, -1.21], [1.27, 2.04, 2.83], [-2.75, -0.70, 1.95], [-2.26, 1.80, -3.86], [2.00, -0.92, 1.21], [-0.49, 4.31, -3.49], [-1.05, -4.09, 0.12], [3.23, -1.45, -0.87], [0.44, -5.08, -0.43], [0.57, -0.61, -4.62], [-1.80, -2.46, -4.43], [-1.97, 3.15, 0.03], [-3.54, -0.75, -4.22], [-2.40, -0.27, 3.86], [3.48, 0.39, -3.75], [2.55, -1.81, -1.65], [2.72, 0.34, 2.25], [-3.44, -2.04, -7.37], [-1.57, -0.34, 1.45], [1.70, 3.66, 0.07], [3.40, 0.03, 0.61], [-2.38, -1.39, -3.74], [-1.72, -3.48, -6.32], [-0.12, 2.71, 1.90], [0.00, -4.37, 0.28], [-3.58, -0.39, -1.05], [1.85, -2.53, -1.20], [2.83, 2.63, -0.86], [1.61, -0.42, -2.42], [0.98, -2.22, -3.96], [2.26, -1.17, -4.62], [-2.76, 3.37, -3.15]]}

***

# 4
{"formula": "C6H10N4O", "method": "the ωB97M-V functional and the def2-TZVPD basis", "gap_ev": [6.87, 7.89], "lumo_energy_ev": [-0.45, -0.85], "e_homo_ev": [-7.3227, -8.7444], "species": ["C", "C", "C", "N", "N", "H", "H", "N", "H", "N", "H", "C", "H", "H", "C", "H", "O", "C", "H", "H", "H"], "xyz": [[-0.17, -0.24, -0.72], [2.25, -0.40, -0.76], [-1.50, 0.75, 1.27], [1.26, -0.97, 1.08], [2.21, 2.27, -0.20], [2.18, -0.37, -1.91], [-1.76, -1.37, 0.41], [1.00, -0.43, -0.14], [-0.10, 0.14, -1.71], [3.19, -0.99, -0.01], [-2.33, -0.38, -1.77], [-2.65, 0.09, -0.86], [-0.37, 1.02, 1.46], [2.82, -1.83, 1.92], [-1.45, -0.32, 0.12], [-1.82, 0.40, 2.16], [2.92, 1.48, -0.70], [2.54, -1.27, 1.05], [-2.59, 1.18, -0.90], [-1.99, 1.54, 0.78], [-3.65, -0.29, -0.57]]}

***

# 5
{"formula": "C9H20O", "method": "the ωB97M-V functional and the def2-TZVPD basis", "gap_ev": 10.81, "lumo_energy_ev": 0.84, "smiles": "CC(C)C(C)(C)C(C)(C)O", "e_homo_ev": -9.9766, "species": ["O", "C", "H", "C", "C", "C", "C", "H", "C", "C", "H", "H", "H", "H", "H", "H", "H", "H", "H", "H", "H", "C", "C", "H", "H", "H", "H", "H", "H", "H"], "xyz": [[1.46, 0.87, -0.86], [0.65, -0.31, -0.92], [1.69, 0.29, 1.85], [-0.09, 2.26, 1.06], [-0.38, 0.77, 1.32], [-0.62, -0.12, 0.02], [-1.17, -1.51, 0.47], [2.26, 0.73, -1.39], [-1.81, 0.52, -0.76], [0.69, 0.24, 2.29], [0.98, 2.47, 1.04], [-0.53, 2.64, 0.14], [1.87, -1.45, 0.50], [-2.21, -0.16, -1.52], [1.05, -2.46, -0.71], [-1.52, 1.45, -1.27], [-1.33, 0.74, 1.88], [-1.42, -2.14, -0.39], [-2.08, -1.39, 1.07], [2.47, -1.50, -1.13], [-0.17, 0.42, -2.83], [0.29, -0.49, -2.41], [1.55, -1.50, -0.54], [0.49, -0.79, 2.60], [-0.38, -1.34, -2.57], [-0.46, -2.06, 1.09], [0.70, 0.84, 3.20], [-2.64, 0.76, -0.08], [1.19, -0.65, -3.01], [-0.52, 2.86, 1.88]]}

***

# 6
{"formula": "BrH2O2PS", "method": "the ωB97M-V functional and the def2-TZVPD basis", "gap_ev": 9.74, "lumo_energy_ev": -0.71, "smiles": "O=P(O)=S.Br", "e_homo_ev": -10.4579, "species": ["O", "O", "Br", "H", "S", "H", "P"], "xyz": [[0.23, -0.70, 0.37], [1.31, 1.49, 1.20], [-2.49, 0.22, -0.25], [0.46, -1.44, -0.28], [2.90, -0.54, -0.63], [-3.94, 0.76, -0.88], [1.53, 0.21, 0.48]]}

***

One value per record, in order, for energy relative to the best compared isomer or geometry (same formula, charge and spin): 1801.6 0.0 0.0 600.1 9.1 167.2 kJ/mol.
One value per record, in order, for strongest force on any atom: 18.78 3.77 3.62 6.30 0.65 3.81 eV/A.
One value per record, in order, for E_tot: -1073.0436 -1973.8108 -3025.8269 -528.6539 -430.1500 -3465.2627 hartree.